Entry 1:
34
Properties=species:S:1:pos:R:3:forces:R:3 method="wB97M-V/def2-TZVPD" homo_lumo_gap_ev="6.1113 / 6.9772" multiplicity=5 e_homo_ev="-6.750 / -7.707" s2=6.411
N 3.1033 -0.2387 1.5643 -0.1 0.1 0.3
C 1.5523 3.2071 -0.0714 -0.1 0.0 0.1
C 2.8455 -1.0493 0.5390 0.4 -0.3 0.1
H -4.7132 -2.5103 0.3518 0.0 0.0 0.0
C -2.4048 -2.8932 -2.0967 0.0 0.0 0.0
Mn 0.8930 0.4421 -1.3953 0.0 0.6 -0.6
C -0.8156 3.0580 1.3846 -0.1 0.1 0.1
C 0.0531 4.1152 1.5985 0.0 0.0 0.0
H -4.1161 -4.0393 -1.5018 0.0 0.0 0.0
H 4.2982 -2.5600 1.1814 0.1 0.2 -0.1
H 3.4801 -0.5984 2.4252 0.1 0.0 -0.1
C -1.6292 -1.7687 -1.8429 0.0 -0.2 -0.1
I 1.9537 -3.6614 1.5062 -0.5 -0.4 0.3
S 1.0476 1.1939 -3.3322 0.0 0.1 -0.7
H -2.1490 -3.5477 -2.9193 0.0 0.0 0.0
H -0.1897 4.8837 2.3214 0.0 0.0 0.0
H -1.7500 2.9704 1.9288 0.1 0.0 0.0
H -3.3221 -0.5043 0.8001 0.0 0.0 0.0
C -1.9622 -0.9296 -0.7953 0.1 0.4 0.1
H -0.7846 -1.5214 -2.4760 0.0 0.0 0.0
C -0.4779 2.0916 0.4470 -0.3 -0.4 0.0
C 1.2341 4.1872 0.8662 0.0 0.0 0.0
C 3.4038 -2.4520 0.5781 0.0 0.3 0.1
H 3.5201 -2.8537 -0.4198 0.1 0.2 -0.1
C -3.5092 -3.1643 -1.3049 0.0 0.0 0.0
H 2.6142 0.6471 1.5888 0.1 0.0 0.0
C 0.7006 2.1275 -0.3006 0.1 0.1 0.2
H 2.4630 3.2998 -0.6507 0.0 0.0 0.0
C -3.8447 -2.3046 -0.2613 0.0 0.0 0.0
H 1.9081 5.0223 1.0216 0.0 0.0 0.0
N -1.0863 0.1971 -0.5853 -0.4 -1.0 0.1
C -3.0752 -1.1839 -0.0038 -0.1 0.0 0.1
N -1.4243 1.0135 0.2761 0.1 0.8 0.2
O 2.1833 -0.6759 -0.4218 0.3 -0.9 0.1

=====

Entry 2:
34
Properties=species:S:1:pos:R:3:forces:R:3 method="wB97M-V/def2-TZVPD" homo_lumo_gap_ev="8.2963 / 6.1814" multiplicity=6 e_homo_ev="-15.259 / -16.672" total_charge=+2 s2=8.777 de_lowest_ev=0.207
C -0.6093 -0.7272 3.3118 0.0 0.0 0.0
H -2.2514 1.5629 5.1489 0.0 0.0 0.0
N 1.8768 -0.5729 -0.9956 0.0 0.0 0.0
H -3.2963 -1.5894 -3.1417 0.0 0.0 0.0
H 4.3753 0.2042 -3.8059 0.0 0.0 0.0
N 0.0387 1.1172 -0.1209 0.0 0.0 0.0
O -1.4156 -0.4157 -2.0309 0.0 0.0 0.0
Ir 0.3370 -0.8282 0.3993 -0.1 -0.1 0.0
C -1.7525 1.1061 4.3045 0.0 0.0 0.0
O -1.3730 -1.9213 -0.4798 0.1 0.0 0.1
O 0.7689 2.7642 -1.5464 0.0 0.0 0.0
C 2.7205 0.9351 -2.6424 0.0 0.0 0.0
H 2.6595 1.9077 -3.1115 0.0 0.0 0.0
C 0.8393 1.6383 -1.1429 0.1 0.0 0.0
H -0.2518 2.9118 0.9101 0.0 0.0 0.0
C 3.7097 -1.2309 -2.3563 0.0 0.0 0.0
N -0.4823 -0.0448 2.1551 0.0 0.0 0.0
C -0.9644 1.2178 2.0527 0.0 0.0 0.0
H -1.7120 2.1803 0.2753 0.0 0.0 0.0
C -1.6077 1.8112 3.1183 0.0 0.0 0.0
H 2.8036 -2.4114 -0.7924 0.0 0.0 0.0
H -0.1886 -1.7230 3.3350 0.0 0.0 0.0
C 1.8416 0.6245 -1.6336 0.0 0.0 0.0
C -1.9057 -1.4906 -1.5236 0.0 0.0 -0.1
H -3.9084 -2.1022 -1.5437 0.0 0.0 0.0
C 3.6697 -0.0140 -3.0154 0.0 0.0 0.0
C -1.2444 -0.1822 4.4037 0.0 0.0 0.0
H -1.9838 2.8210 3.0213 0.0 0.0 0.0
H -1.3328 -0.7574 5.3138 0.0 0.0 0.0
C 2.8012 -1.4801 -1.3417 0.0 0.0 0.0
C -0.7476 1.9506 0.7458 0.0 0.0 0.0
H 4.4385 -1.9869 -2.6113 0.0 0.0 0.0
C -3.0524 -2.1178 -2.2217 0.0 0.0 0.0
H -2.8003 -3.1571 -2.4378 0.0 0.0 0.0

=====

Entry 3:
31
Properties=species:S:1:pos:R:3:forces:R:3 method="wB97M-V/def2-TZVPD" homo_lumo_gap_ev=8.4571 multiplicity=1 e_homo_ev=-8.186 smiles="Cc1ccc2c(c1)P(=O)(O)c1cc(C)ccc1S2" de_lowest_ev=0.000
C -0.9767 -1.6680 0.2771 -0.5 0.9 -0.2
H -1.8821 1.0319 -1.5676 -0.2 0.1 0.5
H 3.3352 3.3560 -1.1900 0.2 0.1 0.0
H -1.4361 -5.8638 -0.8182 -0.3 0.0 -0.1
H 4.6687 2.3507 -0.5697 0.0 0.0 -0.1
C -2.1945 -5.0754 -0.9235 -0.4 -0.3 -0.5
H -2.2938 -4.8414 -1.9980 0.1 0.1 0.5
C -1.2021 -3.1342 2.1387 -0.1 -0.6 0.5
C 1.6821 1.5731 -0.1924 -0.1 -0.1 0.0
C 3.0357 1.7293 1.8082 -1.2 0.0 -0.3
C 0.8141 0.6711 0.4460 -0.9 0.0 0.6
C -1.4836 -2.6759 -0.5621 0.1 -0.1 0.3
C -1.7994 -3.9258 -0.0597 0.0 -0.2 0.2
H 4.1698 3.7925 0.3444 -0.3 -0.6 -0.6
H -1.6228 -2.5528 -1.6297 0.2 0.5 0.1
C 3.8014 2.9502 -0.2930 -0.3 0.6 0.8
P -0.5926 -0.0680 -0.4976 1.1 -0.2 0.2
H -3.1671 -5.4478 -0.5727 0.3 -0.2 -0.2
H -1.8737 -5.1239 1.7657 -0.3 -0.1 -0.2
S -0.0500 -0.7232 2.7310 -0.2 0.0 0.8
H -1.0872 -3.2878 3.2180 0.0 -0.2 -0.4
C 1.0239 0.3431 1.8082 0.0 -0.2 -1.3
C -0.8025 -1.8943 1.6408 0.1 -0.2 -0.9
O -0.2541 -0.2888 -1.9001 0.9 -0.4 -1.7
H 3.8935 2.1833 2.3341 -0.5 -0.5 -0.2
O -1.8310 0.9478 -0.5902 -0.2 0.1 0.6
C -1.7016 -4.1619 1.3081 1.1 1.9 1.0
C 2.7870 2.1092 0.4601 0.7 -0.6 0.9
C 2.1293 0.8662 2.4777 1.0 1.0 -0.8
H 1.5144 1.8841 -1.2269 -0.1 -0.4 0.2
H 2.3171 0.6258 3.5093 0.0 -0.2 0.2

=====

Entry 4:
54
Properties=species:S:1:pos:R:3:forces:R:3 method="wB97M-V/def2-TZVPD" homo_lumo_gap_ev=5.5384 multiplicity=1 e_homo_ev=-5.827 total_charge=-1 de_lowest_ev=6.351
As 3.9724 -0.5354 2.3814 -0.4 -1.5 0.1
F 4.0953 -2.2104 2.8457 0.0 0.0 0.1
C -1.7594 -1.7506 1.8174 0.1 0.0 -0.1
F 3.7860 1.1147 1.9022 0.1 0.0 -0.2
H -3.4031 1.9740 -2.5047 0.0 0.0 0.0
O 1.7440 1.5585 -2.5198 -0.3 -1.5 0.2
F 2.3296 -0.4380 2.9645 0.0 0.0 0.1
Cl -2.3311 -2.5751 -1.9379 0.3 -0.1 0.0
H 1.7936 5.1098 0.0093 0.0 0.0 0.0
O -4.0395 1.4077 -0.5872 0.0 -0.1 0.0
H -3.6244 -0.7289 1.6175 0.0 0.0 0.0
C -1.0803 -2.8712 2.3278 -0.2 0.0 0.0
Cl 0.1997 -4.3622 -3.7444 -0.1 0.1 0.2
H -1.9570 0.9550 1.2407 -0.1 0.1 -0.2
O -0.5282 1.9408 -3.6644 0.3 0.2 0.0
O 1.4179 1.3127 0.6171 -0.1 1.0 -0.3
P 3.2392 0.4271 -2.3517 0.0 0.1 -0.4
C -3.0565 1.4287 -1.6257 0.1 0.0 0.0
H -1.2914 -4.6332 3.5148 0.0 0.0 0.0
C -1.7623 2.0372 -1.1323 -0.3 0.0 0.3
C -3.1407 -3.5690 3.3809 0.0 0.0 0.0
C 1.9329 4.0330 0.0390 0.0 0.0 0.0
F 5.4824 -0.5794 1.5777 0.1 0.0 0.1
O 3.8586 0.9973 -0.9812 -1.0 0.3 -1.1
F 3.2216 -1.2709 0.8844 0.0 1.1 -0.2
C 0.6336 3.3619 -0.2465 0.0 0.0 -0.2
H 2.6698 3.7320 -0.7101 0.0 0.0 0.0
H -4.4574 2.2723 -0.5415 0.0 0.0 0.0
H -2.8923 0.3908 -1.9146 0.0 0.0 0.0
I 0.9521 -3.2751 2.0116 -0.5 0.2 0.1
O 4.0695 0.6611 -3.5234 0.0 0.3 0.0
H 0.9481 0.0105 -4.9794 0.0 0.0 -0.1
F 4.6121 -0.1564 3.9293 0.1 0.6 -0.1
C -1.3374 0.2992 0.6264 0.1 0.0 -0.8
C -1.6069 3.3408 -0.9168 0.0 0.0 -0.3
H -4.8625 -2.3304 3.0453 0.0 0.0 0.0
C -3.1116 -1.5607 2.0853 0.0 0.0 0.1
H 2.3252 3.7176 1.0071 0.0 0.0 0.0
H -3.6751 -4.3025 3.9701 0.0 0.0 0.0
N -1.1325 -0.9196 0.8731 0.3 0.5 -0.7
O -0.4208 0.0977 -1.8764 0.4 2.9 0.4
N -0.4291 4.0006 -0.5384 0.1 0.0 0.1
C -1.7920 -3.7600 3.1195 0.0 -0.1 0.0
Sr 1.0308 -0.7821 -0.3366 2.1 -4.4 1.3
O 0.7355 -0.2556 -4.0771 0.0 -0.2 0.3
C 0.6334 1.8806 -0.1165 -1.7 -0.1 0.1
H -2.4136 4.0258 -1.1511 0.0 0.0 0.0
C -3.8048 -2.4682 2.8662 0.0 0.1 0.0
Cl -0.9289 -5.4022 -0.7181 0.0 -0.1 0.1
C -0.7153 1.0839 -0.7017 0.5 -0.7 0.3
P 0.4055 0.9471 -3.1353 -0.6 0.5 0.4
O 2.5310 -0.8580 -2.0797 0.3 0.2 -0.2
H 3.1120 1.0061 -0.3581 0.9 0.2 0.7
Ge -0.1778 -3.5294 -1.6836 -0.4 0.1 -0.3

=====

Entry 5:
43
Properties=species:S:1:pos:R:3:forces:R:3 method="wB97M-V/def2-TZVPD" homo_lumo_gap_ev="8.5267 / 8.4060" multiplicity=4 e_homo_ev="-11.291 / -11.299" total_charge=+1 s2=3.757 de_lowest_ev=0.438
H 2.8080 -1.2905 0.2684 0.2 0.1 0.1
C -3.4362 -1.6172 -1.7337 -0.2 0.9 0.0
C -3.6855 0.8016 -1.5749 0.0 -0.1 0.1
H 1.6048 2.0328 2.8674 -0.1 -0.2 0.0
H -2.3323 3.6222 3.0424 0.0 0.0 0.0
C -4.7963 -1.8042 -1.9249 0.0 0.0 -0.1
S 2.2084 -3.5042 -0.6202 -0.3 0.4 0.0
N -2.3820 -2.4965 -1.6608 0.5 0.0 0.1
H -3.7409 2.6762 2.4926 0.0 0.0 0.0
H -2.4952 1.9084 3.5041 0.0 0.0 0.0
H 5.4085 2.7852 1.7801 0.0 0.0 0.0
C 0.6168 -3.5001 -1.2480 -0.1 0.5 0.1
B -0.3707 -0.5544 2.6701 0.1 0.2 -0.7
H -5.2143 -2.7893 -2.0568 -0.1 -0.1 0.0
C -5.5832 -0.6714 -1.9337 0.0 -0.2 0.0
H -2.4454 -3.4996 -1.7156 0.1 0.0 0.0
C -1.2710 -1.7729 -1.3973 -0.6 0.4 -0.2
F 0.6130 0.3465 2.1006 0.7 0.5 -0.1
C -2.8788 -0.3331 -1.5362 -0.7 -0.6 -0.2
F -1.1955 -0.8008 1.5296 -0.4 -0.2 -0.4
H -6.6474 -0.7737 -2.0730 -0.1 0.0 0.0
N 3.2420 2.1795 0.8919 1.4 0.1 0.2
F -1.0514 0.1282 3.6215 -0.6 0.4 0.7
N 2.4840 2.4768 3.0809 0.2 0.1 0.1
N 1.3201 1.5729 -0.4489 1.1 0.7 0.2
F 0.2279 -1.6788 3.0877 0.4 -0.8 0.3
C 2.1864 1.8740 0.2780 -1.0 -0.2 -0.9
C 0.0532 -2.2597 -1.1074 0.7 -1.0 0.1
N -1.5306 -0.4725 -1.3256 0.6 -0.7 0.0
C 3.4534 2.4664 2.1560 -0.4 0.0 0.1
C -5.0364 0.6061 -1.7680 0.0 0.1 0.0
H 0.2091 -4.3830 -1.6959 -0.2 -0.2 -0.1
Co -0.2101 0.4829 -0.1021 -0.5 -0.9 0.2
C -1.9663 2.2376 1.5556 0.7 -0.2 -1.3
N 0.8846 -1.3407 -0.5272 -0.3 0.3 0.2
N -1.3954 1.9310 0.6056 -0.7 0.5 0.9
H 2.7000 2.6255 4.0532 0.0 0.0 -0.1
H -5.6999 1.4560 -1.7993 0.0 0.1 0.0
C -2.6751 2.6405 2.7158 -0.6 0.3 0.9
N 4.7060 2.7786 2.4989 -0.1 0.0 0.1
H 4.9616 2.9969 3.4448 0.0 0.0 0.0
C 2.0306 -1.8469 -0.2161 0.2 -0.5 -0.1
H -3.2577 1.7847 -1.4535 0.0 0.1 0.0

=====

Entry 6:
39
Properties=species:S:1:pos:R:3:forces:R:3 method="wB97M-V/def2-TZVPD" homo_lumo_gap_ev=8.6663 multiplicity=1 e_homo_ev=-11.274 total_charge=+1
H 9.9039 8.8157 12.3598 -0.3 -0.6 1.2
H 13.1299 11.6498 10.0255 0.5 0.7 0.6
C 5.7474 7.9323 5.1388 -1.2 -0.7 -0.5
H 5.2198 5.8333 5.7371 0.9 1.2 -0.4
H 9.1034 8.0153 9.9085 -0.4 -0.2 -0.2
N 7.9942 8.5720 5.7681 -0.8 -2.0 1.1
C 11.2676 10.0952 11.2394 -0.9 0.2 -0.5
O 8.9852 9.4235 5.8783 -0.6 1.8 -0.6
C 8.2880 7.3256 6.2567 -1.8 0.2 -1.2
H 6.6134 9.8700 5.0373 0.0 1.0 -0.4
C 5.9918 6.6562 5.6806 -1.4 -0.1 0.2
C 13.9865 8.6209 6.9339 1.7 2.3 1.5
C 11.9070 13.4869 8.2792 -0.7 0.8 0.3
H 15.3579 10.9415 8.7951 -0.4 0.0 0.1
N 11.8103 12.1638 8.2697 -0.8 0.1 -1.5
N 12.9361 9.1873 7.5520 1.4 0.5 -0.1
C 11.1748 14.0186 7.2172 -0.6 -1.2 -0.6
N 11.3641 10.3231 9.9050 -0.9 -1.0 0.4
N 13.4059 10.2365 8.3407 -0.2 -1.4 -0.3
S 9.8757 6.8883 6.5623 1.1 -0.4 0.9
B 12.4807 11.1697 9.2004 -0.8 -1.4 -0.5
H 12.3846 14.0010 9.1151 0.0 -0.3 -0.5
N 10.4050 9.5031 9.2681 2.1 1.4 -0.7
C 14.7325 10.2483 8.2463 0.8 0.4 -0.2
H 7.3886 5.4221 6.6513 0.0 0.9 -0.1
C 9.8071 8.7756 10.1625 0.6 0.3 2.4
Y 10.7662 9.4570 7.0567 -1.3 -0.7 -1.1
C 10.2927 9.1272 11.4435 0.2 0.5 -1.2
C 10.6602 12.9109 6.5383 1.0 -1.4 1.1
H 10.1267 12.8616 5.5918 -0.1 0.0 0.4
H 4.7754 8.1153 4.5646 1.7 0.2 1.2
H 10.8641 14.9923 6.9184 0.5 0.7 0.3
C 15.1998 9.3095 7.3474 -1.9 -1.3 0.2
H 13.8407 7.8629 6.2071 -0.1 -0.7 -0.3
C 7.1891 6.4465 6.2775 1.3 -2.3 0.5
C 6.7393 8.8596 5.3073 0.6 0.3 -0.5
H 11.7549 10.7617 11.9625 0.1 -0.7 -0.5
H 16.2482 9.0649 7.2387 -0.3 0.0 -0.5
N 11.0257 11.7418 7.1789 0.8 2.5 0.3

=====

What did we get for F_max? Answer: 1.1 0.1 2.3 5.0 1.5 3.2 eV/A, in the order shown.
What did we get for DFT total energy? Answer: -2627.6412 -1034.8919 -1431.3786 -8632.7885 -3185.3778 -1461.7331 hartree, in the order shown.